Computed, not measured: a 3-piece molecular cluster, C4H15N2O overall, with wB97M-V/def2-TZVPD.

The geometry in ORCA input format:
```
! wB97M-V def2-TZVPD RIJCOSX def2/J DEFGRID3
* xyz 1 1
N -1.1014 -2.2120 0.6107
C -0.7203 -1.8442 -0.8059
C 0.5663 -1.0271 -0.8685
N 0.4515 0.3294 -0.2136
C 0.4762 1.4714 -1.2165
C 0.4663 2.6358 -0.2640
H -2.0639 -2.0416 0.5525
H -0.8566 -3.2042 0.7808
H -0.5345 -0.8985 1.2204
H -1.4817 -1.1385 -1.1508
H -0.7383 -2.7298 -1.5501
H 1.3424 -1.6150 -0.3552
H 0.8877 -0.7848 -1.9377
H 1.3334 0.4548 0.3945
H 1.3138 1.2752 -1.9770
H -0.4245 1.4861 -1.7515
H 1.5055 2.7883 0.0981
H 0.0078 2.4765 0.6740
H 0.1747 3.5951 -0.7564
H -0.1433 1.2045 2.8589
H -0.4028 0.6776 1.3574
O -0.0127 0.5270 2.2116
*
```

Its HOMO energy is -14.19 eV. For the HOMO-LUMO gap, the calculation gives 10.23 eV. For the energy above the lowest of the compared OMol25 structures with the same formula, charge and spin, the calculation gives 4.413 eV. The value obtained for the LUMO energy is -4.0 eV. As for the energy: -9409.2487 eV.

Computed, not measured: a 2-piece molecular cluster, C4H15N2O overall, with wB97M-V/def2-TZVPD.

The geometry in ORCA input format:
```
! wB97M-V def2-TZVPD RIJCOSX def2/J DEFGRID3
* xyz 1 1
C 1.8949 -0.1423 -0.6612
N 2.3757 1.2437 -0.9185
C 0.3562 -0.1365 -0.1995
N -0.2528 -1.4336 -0.8226
C -1.7696 -1.3214 -0.6076
C 0.1265 0.0146 1.3167
H 2.4412 -0.5611 0.2454
H 2.0427 -0.7299 -1.5544
H 2.5453 1.8984 -0.1699
H 2.9444 1.4478 -1.8096
H -0.1120 0.7077 -0.8351
H 0.2325 -2.3099 -0.4642
H -0.2112 -1.3362 -1.7757
H -2.0693 -0.2130 -0.8749
H -1.8769 -1.4762 0.4840
H -2.1097 -2.3221 -1.1009
H 0.7905 0.6981 1.7090
H 0.2990 -1.0175 1.5116
H -0.8588 0.2037 1.5721
H -2.7411 2.2428 1.0862
H -2.0023 2.6532 2.2288
O -2.0451 1.8895 1.6403
*
```

Its HOMO energy is -12.49 eV. For the HOMO-LUMO gap, the calculation gives 9.42 eV. For the energy above the lowest of the compared OMol25 structures with the same formula, charge and spin, the calculation gives 2.890 eV. The value obtained for the LUMO energy is -3.1 eV. As for the energy: -9410.7722 eV.

Computed, not measured: a 2-piece molecular cluster, C4H15N2O overall, with wB97M-V/def2-TZVPD.

The geometry in ORCA input format:
```
! wB97M-V def2-TZVPD RIJCOSX def2/J DEFGRID3
* xyz 2 2
N -0.7352 -1.4932 -0.5870
C 0.4600 -0.6576 -0.1990
C 1.5345 -1.5759 0.3751
C -0.0061 0.3921 0.8393
N 0.9117 1.4685 1.0338
C 1.3544 2.3639 -0.0290
H -1.3149 -1.0126 -1.2822
H -0.4586 -2.4059 -0.9559
H -1.4556 -1.5834 0.1412
H 0.8031 -0.1754 -1.1090
H 1.0955 -2.3995 0.9436
H 2.2249 -1.0602 1.0368
H 2.1480 -2.0079 -0.4077
H -0.9408 0.8295 0.4570
H -0.2978 -0.0727 1.7793
H 0.6598 2.0667 1.8390
H 1.8910 3.2053 0.3933
H 2.0466 1.8235 -0.6825
H 0.5027 2.6076 -0.6747
H -3.9355 -0.3288 -0.3746
H -3.3754 0.2746 -1.6526
O -3.1122 -0.2587 -0.8843
*
```

Its HOMO energy (alpha / beta) is -19.67 / -19.68 eV. For the HOMO-LUMO gap (alpha / beta), the calculation gives 13.04 / 7.88 eV. For the energy above the lowest of the compared OMol25 structures with the same formula, charge and spin, the calculation gives 0.420 eV. The value obtained for the LUMO energy (alpha / beta) is -6.6 / -11.8 eV. As for the energy: -9400.4853 eV.

Computed, not measured: a 3-piece molecular cluster, C4H15N2O2 overall, with wB97M-V/def2-TZVPD.

The geometry in ORCA input format:
```
! wB97M-V def2-TZVPD RIJCOSX def2/J DEFGRID3
* xyz 1 1
C -0.9125 0.0058 2.0482
C -1.3871 0.8979 0.8717
C -0.7089 0.7070 -0.4578
C -1.3967 0.1658 -1.4910
N -0.9389 0.0704 -2.7488
N 0.3165 -0.7504 1.6858
H -1.7136 -0.6396 2.4001
H -0.8010 0.6468 2.9200
H -2.4642 0.7268 0.8272
H -1.3585 1.9547 1.1534
H 0.3205 1.0243 -0.5624
H -2.4425 -0.0679 -1.3696
H -0.0560 0.3350 -3.1507
H -1.4593 -0.3626 -3.4959
H 0.5773 -1.4165 2.4081
H 0.0044 -1.2235 0.8279
H 1.0488 -0.1054 1.4104
H 2.0429 -2.0534 -1.8650
H 1.4303 -0.9169 -1.0570
O 1.2100 -1.5965 -1.7017
H 2.4285 1.3655 0.0684
H 3.5728 0.7039 0.8059
O 2.6872 0.5285 0.4729
*
```

Its HOMO energy is -11.44 eV. For the HOMO-LUMO gap, the calculation gives 8.40 eV. For the energy above the lowest of the compared OMol25 structures with the same formula, charge and spin, the calculation gives 1.487 eV. The value obtained for the LUMO energy is -3.0 eV. As for the energy: -11459.7711 eV.

Computed, not measured: a 2-piece molecular cluster, C4H15N2O2 overall, with wB97M-V/def2-TZVPD.

The geometry in ORCA input format:
```
! wB97M-V def2-TZVPD RIJCOSX def2/J DEFGRID3
* xyz 2 2
N -1.3354 0.3161 -0.2629
C 0.0446 -0.3322 0.0002
C 0.9359 0.8894 0.1061
C 2.4073 0.8599 0.5509
O 2.9029 -0.3750 0.9044
C 0.5020 -1.1883 -1.2669
N -0.7287 -1.7591 -1.8989
H -2.0465 -0.1770 0.3686
H -1.2086 1.2297 0.0548
H -1.7325 0.2107 -1.2141
H 0.0987 -1.1494 0.9745
H 1.1595 1.1513 -0.8851
H 0.3907 1.6659 0.8623
H 3.1058 1.0668 -0.2260
H 2.5507 1.6537 1.3324
H 2.8483 -0.4536 1.8314
H 1.4152 -1.8692 -0.8815
H 1.0536 -0.6778 -1.9667
H -0.9475 -2.5532 -1.2455
H -0.4766 -2.1123 -2.8351
H -3.8393 0.6011 2.3336
H -3.6648 1.9519 1.7856
O -3.4352 1.0505 1.5779
*
```

Its HOMO energy (alpha / beta) is -18.64 / -17.78 eV. For the HOMO-LUMO gap (alpha / beta), the calculation gives 11.82 / 3.87 eV. For the energy above the lowest of the compared OMol25 structures with the same formula, charge and spin, the calculation gives 4.685 eV. The value obtained for the LUMO energy (alpha / beta) is -6.8 / -13.9 eV. As for the energy: -11444.1310 eV.

Computed, not measured: a 2-piece molecular cluster, C4H15N2S overall, with wB97M-V/def2-TZVPD.

The geometry in ORCA input format:
```
! wB97M-V def2-TZVPD RIJCOSX def2/J DEFGRID3
* xyz 1 1
N -1.7202 -0.1872 0.0248
C -1.7901 -1.4510 -0.8100
C -0.3929 -1.8404 -1.2627
N -0.5206 -2.9654 -2.1863
H -1.2170 -0.3543 0.8987
H -1.2657 0.5966 -0.4475
H -2.6544 0.1158 0.3104
H -2.2171 -2.2157 -0.1633
H -2.4718 -1.2432 -1.6290
H 0.0829 -1.0109 -1.7852
H 0.2062 -2.0880 -0.3761
H 0.3237 -3.0559 -2.7443
H -0.5762 -3.8339 -1.6618
C 0.8228 1.4713 0.9091
C 1.9917 2.1586 1.6017
S 1.7609 3.9623 1.5387
H 0.8028 1.7910 -0.1388
H -0.1236 1.7318 1.3910
H 0.9823 0.3900 0.9215
H 2.0561 1.8310 2.6350
H 2.9095 1.9163 1.0749
H 3.0107 4.2810 1.8994
*
```

Its HOMO energy is -11.77 eV. For the HOMO-LUMO gap, the calculation gives 8.15 eV. For the energy above the lowest of the compared OMol25 structures with the same formula, charge and spin, the calculation gives 1.102 eV. The value obtained for the LUMO energy is -3.6 eV. As for the energy: -18199.9348 eV.

Please write out number 6 again, unchanged.
Computed, not measured: a 2-piece molecular cluster, C4H15N2S overall, with wB97M-V/def2-TZVPD.

The geometry in ORCA input format:
```
! wB97M-V def2-TZVPD RIJCOSX def2/J DEFGRID3
* xyz 1 1
N -1.7202 -0.1872 0.0248
C -1.7901 -1.4510 -0.8100
C -0.3929 -1.8404 -1.2627
N -0.5206 -2.9654 -2.1863
H -1.2170 -0.3543 0.8987
H -1.2657 0.5966 -0.4475
H -2.6544 0.1158 0.3104
H -2.2171 -2.2157 -0.1633
H -2.4718 -1.2432 -1.6290
H 0.0829 -1.0109 -1.7852
H 0.2062 -2.0880 -0.3761
H 0.3237 -3.0559 -2.7443
H -0.5762 -3.8339 -1.6618
C 0.8228 1.4713 0.9091
C 1.9917 2.1586 1.6017
S 1.7609 3.9623 1.5387
H 0.8028 1.7910 -0.1388
H -0.1236 1.7318 1.3910
H 0.9823 0.3900 0.9215
H 2.0561 1.8310 2.6350
H 2.9095 1.9163 1.0749
H 3.0107 4.2810 1.8994
*
```

Its HOMO energy is -11.77 eV. For the HOMO-LUMO gap, the calculation gives 8.15 eV. For the energy above the lowest of the compared OMol25 structures with the same formula, charge and spin, the calculation gives 1.102 eV. The value obtained for the LUMO energy is -3.6 eV. As for the energy: -18199.9348 eV.